{"formula": "C6H14O", "method": "ωB97M-V with the def2-TZVPD basis set", "homo_lumo_gap_ev": 10.068, "relative_energy_kj_mol": 380.1, "lumo_ev": 0.92, "multiplicity": 1, "elements": ["C", "C", "H", "H", "H", "C", "O", "H", "C", "C", "H", "H", "C", "H", "H", "H", "H", "H", "H", "H", "H"], "positions_angstrom": [[-1.696809, -0.595373, -1.160206], [-2.238547, 0.477871, 1.048062], [3.806461, 0.117889, -0.423435], [2.439251, -0.698786, 0.268365], [-2.692249, -1.054414, -1.156783], [0.158582, 0.354960, 0.310360], [1.519523, -1.665544, 0.385255], [-1.770373, 0.348845, -1.716636], [2.845013, 0.538611, -0.099697], [1.237275, -0.544109, -0.264050], [2.936725, 1.023990, 0.875483], [0.417653, 0.565314, 1.354523], [-1.211722, -0.349164, 0.270990], [1.251464, -0.572680, -1.369822], [-1.029980, -1.266962, -1.712330], [0.104184, 1.306182, -0.236706], [-1.091069, -1.319526, 0.769392], [-2.371157, 1.468525, 0.593182], [2.534993, 1.263994, -0.852160], [-3.216910, -0.016344, 1.053380], [-1.931745, 0.624514, 2.089896]], "forces_ev_per_a": [[0.0149, -0.0162, -0.0554], [-0.0272, 0.0293, 0.0400], [-0.1358, -0.0044, 0.0431], [0.1617, 0.0093, 0.0504], [0.1623, 0.0667, 0.0184], [0.0292, 0.0308, 0.0378], [-0.0282, -0.1304, -0.0024], [0.0236, -0.1250, 0.0854], [0.1131, 0.2013, 0.0061], [-0.3094, 0.2479, -0.2515], [-0.0495, -0.0718, -0.1078], [-0.0250, -0.0110, -0.1322], [0.0004, -0.0374, 0.0147], [-0.0036, -0.0348, 0.1935], [-0.0785, 0.1043, 0.0816], [0.0140, -0.1293, 0.0555], [0.0028, 0.1376, -0.0604], [0.0381, -0.1414, 0.0484], [-0.0396, -0.1578, 0.1041], [0.1583, 0.0551, -0.0142], [-0.0218, -0.0227, -0.1550]]}


{"formula": "C3H7N3O", "method": "ωB97M-V with the def2-TZVPD basis set", "homo_lumo_gap_ev": 9.661, "relative_energy_kj_mol": 276.5, "lumo_ev": 1.01, "multiplicity": 1, "elements": ["H", "H", "H", "H", "C", "N", "H", "N", "N", "H", "C", "O", "C", "H"], "positions_angstrom": [[3.046011, -0.674677, -0.866586], [-1.482964, 2.525436, -0.915702], [-1.386341, -0.424885, 2.410152], [-0.219919, -1.122595, 1.252752], [-1.205359, 0.709105, -0.315719], [-1.812539, -0.099041, 0.378641], [-1.843334, -1.870389, 1.482282], [-1.020978, 1.647746, -1.144250], [2.148748, -0.776845, -0.391914], [2.035715, -1.567857, 0.226723], [-1.288292, -0.925182, 1.436588], [1.408728, 1.012856, -1.435998], [1.118524, 0.053176, -0.596865], [0.501999, 1.513151, -1.520105]], "forces_ev_per_a": [[-0.2946, 0.0530, 0.1006], [0.0960, -0.2586, 0.0573], [0.0059, -0.0956, -0.2485], [-0.2672, 0.0323, 0.0423], [-1.0296, 0.0154, 0.1889], [0.8318, 0.5829, -0.6022], [0.1315, 0.2747, -0.0561], [-0.1543, -0.3495, 0.4565], [-0.0932, 0.1088, -0.0677], [0.0009, 0.3095, -0.2182], [0.1212, -0.0973, 0.1907], [-0.3700, -0.1983, 0.2493], [0.4519, -0.1143, -0.1020], [0.5695, -0.2632, 0.0093]]}


{"formula": "C4H9NO", "method": "ωB97M-V with the def2-TZVPD basis set", "homo_lumo_gap_ev": 9.632, "relative_energy_kj_mol": 236.7, "lumo_ev": 1.06, "multiplicity": 1, "smiles": "CN1CC(O)C1", "elements": ["H", "H", "C", "C", "C", "H", "N", "O", "C", "H", "H", "H", "H", "H", "H"], "positions_angstrom": [[-0.737268, 2.553907, -0.309033], [-2.059541, 0.140144, -0.850292], [1.353249, -1.361589, 0.459479], [0.195777, 0.241642, -1.024799], [-1.178307, 0.623330, -0.421197], [-0.670172, 1.105516, 1.470967], [0.736758, -0.057432, 0.313913], [-1.528012, 1.997779, -0.332542], [-0.594607, 0.163435, 0.921562], [2.303344, -1.390338, -0.089291], [0.726678, -2.192768, 0.078505], [-1.010022, -0.670168, 1.505184], [1.580709, -1.564898, 1.511452], [0.175439, -0.644222, -1.679134], [0.705975, 1.055662, -1.554772]], "forces_ev_per_a": [[-0.0710, -0.2783, 0.0308], [0.2455, -0.0998, 0.1684], [0.0440, -0.0694, 0.0545], [-0.0304, 0.1391, -0.2846], [-0.0881, -0.0740, -0.0721], [0.4450, -0.4499, 0.8270], [0.0008, 0.0106, -0.0161], [0.0334, 0.1619, -0.6998], [-0.1713, 0.1497, 0.2067], [-0.2008, 0.0728, 0.0913], [0.0139, 0.1719, 0.0655], [-0.0096, 0.0979, -0.3383], [-0.0690, 0.1022, -0.1434], [-0.1405, 0.1737, 0.0729], [-0.0018, -0.1084, 0.0373]]}


{"formula": "C21H36N7O7PS2TeTi", "method": "ωB97M-V with the def2-TZVPD basis set", "homo_lumo_gap_ev": [6.161, 6.034], "relative_energy_kj_mol": 160.4, "lumo_ev": [2.27, 2.14], "multiplicity": 2, "total_charge": -1, "elements": ["S", "H", "H", "H", "N", "H", "C", "H", "H", "H", "H", "H", "H", "O", "H", "H", "Te", "H", "H", "O", "H", "H", "H", "Ti", "H", "C", "O", "O", "C", "H", "H", "C", "N", "C", "N", "H", "C", "S", "H", "C", "H", "C", "C", "H", "H", "N", "H", "O", "N", "C", "C", "O", "H", "H", "C", "C", "C", "C", "H", "H", "H", "C", "C", "H", "O", "H", "H", "N", "H", "H", "C", "C", "C", "N", "C", "P"], "positions_angstrom": [[0.388095, -0.269851, 1.560448], [-4.270112, -1.258969, 1.120737], [0.717985, 2.273978, 0.334299], [-1.845479, -5.733600, -0.549701], [-0.032369, 1.667525, -2.623106], [1.272527, 3.031215, -5.374981], [3.155707, 2.499069, 2.554002], [3.786557, 1.168616, -2.263851], [5.044488, 0.249999, 1.122302], [-1.991697, 3.991772, 0.559016], [5.186448, 2.516325, 1.759361], [-1.450529, -2.088124, 2.964181], [0.997330, 2.401251, 2.589109], [-1.168299, -1.595525, -0.427078], [-2.554032, -2.315309, 5.226303], [-3.699001, -1.825619, 3.979364], [-2.430473, -0.843515, -3.253476], [3.160754, 1.442828, 2.834995], [-1.145143, 4.820860, -2.326153], [-3.642926, -1.911100, -0.687495], [-2.669760, 4.221552, -1.066306], [3.396363, 3.089150, 3.439781], [1.662135, 3.971858, 2.085457], [0.042191, -0.175428, -1.282645], [0.227608, -5.312584, 0.736222], [-3.872063, -2.183236, 0.688060], [0.895014, -0.979611, -3.019939], [-2.276972, -3.835833, -0.983031], [-0.639734, 3.964653, -2.745394], [-2.927772, -2.397827, 1.197366], [-1.083044, -4.310925, 1.380469], [-1.657596, -1.217846, 3.597989], [-1.854176, 1.114219, 0.870897], [2.546673, 1.661820, -0.014629], [-1.970014, -0.061164, 2.785083], [-3.282491, 2.947230, 0.008949], [4.803505, 0.692736, 0.147756], [1.198001, -2.388628, -2.474986], [-5.012771, -3.538352, 1.922276], [-0.440528, -4.477280, 0.511540], [5.728095, 1.121729, -0.253631], [3.271241, 0.342913, -1.745914], [4.164370, 2.711065, 1.433343], [2.892463, -0.339730, -2.496713], [5.041643, -0.859912, -1.332562], [2.154624, 0.878764, -0.971493], [-2.952324, 0.127188, 2.644752], [1.514046, -2.035357, -1.056165], [-1.172627, 1.365734, -0.266367], [-0.683295, 2.725084, -2.112069], [0.075235, 4.085148, -3.924692], [2.267428, -2.992452, -3.226185], [3.661514, -1.111029, -0.265016], [1.108685, 0.861191, -4.100472], [0.717510, 2.978815, -4.448986], [-4.860091, -3.320359, 0.861797], [-1.408144, 2.488616, -0.853550], [-1.215884, 0.293880, 1.698137], [0.123802, 5.042594, -4.428172], [0.157958, -3.584754, 0.337633], [4.123164, 3.746683, 1.077577], [-2.813209, -1.512179, 4.537094], [-2.391776, 3.481419, -0.321638], [-0.740819, -1.026400, 4.159357], [-0.050861, -3.139435, -2.528197], [-0.639173, -4.936957, -1.588409], [-4.488068, -4.218467, 0.370819], [3.862023, 1.796788, 0.346975], [-5.823050, -3.058594, 0.421902], [-3.075112, -0.630261, 5.124675], [0.640984, 1.777431, -3.760214], [1.788813, 2.886639, 2.013786], [-1.263979, -4.820942, -0.708961], [1.663794, 2.503526, 0.608091], [4.235499, -0.353848, -0.799911], [-2.178843, -2.280884, -1.329844]], "forces_ev_per_a": [[0.0241, 0.0440, -0.2771], [0.0018, -0.0280, 0.0092], [0.0699, 0.0209, 0.0156], [0.0477, 0.0221, 0.0185], [-0.2428, -0.2481, 0.4704], [-0.0007, 0.0061, -0.0021], [-0.0158, 0.0206, -0.0489], [-0.0032, -0.0181, 0.0291], [0.0058, -0.0030, -0.0111], [-0.0066, 0.0075, 0.0035], [-0.0185, -0.0069, -0.0022], [0.0190, 0.0253, 0.0212], [0.0000, 0.0065, 0.0006], [0.3148, 0.0330, -0.0656], [0.0144, -0.0240, -0.0101], [-0.0148, 0.0184, -0.0113], [0.1701, -0.4139, 0.0069], [0.0036, -0.0102, -0.0039], [-0.0123, -0.0074, 0.0392], [0.0320, -0.1898, -0.0617], [0.0005, 0.0044, -0.0237], [-0.0045, 0.0216, -0.0104], [-0.0130, -0.0118, 0.0179], [1.5376, -0.7463, 0.1675], [0.0032, -0.0025, -0.0116], [0.0081, 0.0385, 0.0745], [-0.1682, 0.3671, 0.1073], [0.0395, 0.0488, -0.4777], [0.0442, -0.0741, -0.0832], [-0.0136, -0.0389, -0.0016], [-0.0114, 0.0003, -0.0026], [0.1014, -0.1269, 0.0459], [0.0752, 0.0463, 0.2201], [0.0043, 0.0600, -0.1091], [-0.0307, 0.0481, -0.1504], [0.0103, -0.0085, -0.0089], [0.0482, -0.0501, 0.0036], [-0.3533, 0.7166, -0.2030], [-0.0029, 0.0173, 0.0157], [0.0101, 0.0330, 0.0089], [-0.0130, -0.0141, 0.0061], [0.1210, -0.0822, 0.0007], [0.0133, 0.0091, 0.0604], [0.0222, 0.0168, 0.0358], [0.0139, 0.0215, -0.0215], [-0.2990, -0.1022, -0.1961], [-0.0087, 0.0333, 0.0133], [-0.0631, 0.1082, 0.1798], [0.0229, -0.0326, -0.1812], [-0.0538, -0.0396, -0.0088], [-0.0622, 0.0991, 0.0615], [0.3111, 0.0100, 0.2283], [0.0024, 0.0048, -0.0131], [0.0199, 0.0386, -0.0366], [0.0802, -0.1731, -0.0619], [0.0059, -0.0038, 0.0115], [-0.2448, 0.2808, -0.4048], [-0.1518, -0.0962, 0.1876], [0.0088, -0.0056, -0.0195], [0.0188, 0.0158, -0.0102], [-0.0098, -0.0002, 0.0157], [-0.0301, 0.0182, 0.0028], [0.0286, -0.0824, 0.1595], [-0.0293, 0.0201, 0.0046], [-0.1690, -0.5463, -0.1873], [0.0145, -0.0114, 0.0271], [0.0186, -0.0034, -0.0045], [-0.0366, 0.0316, -0.0278], [-0.0044, -0.0049, -0.0294], [0.0107, 0.0121, 0.0207], [0.0272, 0.0727, -0.0728], [0.0060, -0.0059, 0.0364], [-0.0286, -0.0730, -0.0651], [-0.0365, 0.0079, 0.0125], [-0.0160, 0.0125, 0.0495], [-1.1629, 0.8656, 0.5274]]}